The following is a DFT calculation (wB97M-V/def2-TZVPD) of a cluster of 11 separate species, C29H45F7O25S4 in total at a distorted geometry.

Each atom is followed by the atoms it is bonded to, with distances in Å.
CARTESIAN COORDINATES (ANGSTROEM)
1 C -5.4217 3.3292 -0.5350  C2 1.521, O6 1.452, H8 1.095, H9 1.087
2 C -4.1478 3.2057 -1.3566  C1 1.521, O3 1.413, F7 1.359, H10 1.087
3 O -3.4535 2.3232 -0.4982  C2 1.413, C4 1.379
4 C -3.7363 2.5736 0.8283  O3 1.379, O5 1.189, O6 1.338
5 O -3.0912 2.2600 1.7771  C4 1.189
6 O -4.9144 3.2079 0.8197  C1 1.452, C4 1.338
7 F -3.4407 4.3484 -1.5628  C2 1.359
8 H -6.0646 2.4733 -0.7646  C1 1.095
9 H -5.9650 4.2628 -0.6593  C1 1.087
10 H -4.2837 2.7193 -2.3187  C2 1.087
11 C -4.1639 -4.6587 1.0604  C12 1.480, O16 1.413, H18 1.099, H19 1.078
12 C -4.4170 -3.2978 1.5834  C11 1.480, O13 1.412, F17 1.370, H20 1.093
13 O -3.1117 -2.7657 1.4981  C12 1.412, C14 1.397
14 C -2.1588 -3.7875 1.4760  O13 1.397, O15 1.185, O16 1.369
15 O -0.9817 -3.7100 1.5842  C14 1.185
16 O -2.8626 -4.9604 1.5215  C11 1.413, C14 1.369
17 F -4.8823 -3.3044 2.8717  C12 1.370
18 H -4.2015 -4.6166 -0.0367  C11 1.099
19 H -4.8795 -5.3698 1.4405  C11 1.078
20 H -5.1196 -2.7275 0.9714  C12 1.093
21 C 3.6630 -2.1398 -2.7764  C22 1.474, O26 1.397, H28 1.076, H29 1.104
22 C 4.0660 -3.4279 -2.1829  C21 1.474, O23 1.419, F27 1.313, H30 1.094
23 O 5.2996 -3.2308 -1.5098  C22 1.419, C24 1.336
24 C 5.3145 -1.9218 -1.2444  O23 1.336, O25 1.179, O26 1.362
25 O 6.0954 -1.3760 -0.5507  C24 1.179
26 O 4.2533 -1.3003 -1.8291  C21 1.397, C24 1.362
27 F 4.2589 -4.2794 -3.1630  C22 1.313
28 H 2.6035 -1.9567 -2.8286  C21 1.076
29 H 4.1298 -2.0667 -3.7744  C21 1.104
30 H 3.3213 -3.8080 -1.4773  C22 1.094
31 C -1.4815 -0.6782 3.4567  C32 1.483, O36 1.431, H38 1.092, H39 1.095
32 C -2.3839 -1.2095 4.5064  C31 1.483, O33 1.400, F37 1.337, H40 1.084
33 O -2.3045 -0.2730 5.5435  C32 1.400, C34 1.336
34 C -1.1713 0.4306 5.4745  O33 1.336, O35 1.183, O36 1.388
35 O -0.8380 1.2183 6.2913  C34 1.183
36 O -0.6160 0.1584 4.2314  C31 1.431, C34 1.388
37 F -1.9068 -2.3554 5.0022  C32 1.337
38 H -2.0566 -0.0765 2.7493  C31 1.092
39 H -0.9641 -1.4838 2.9245  C31 1.095
40 H -3.4209 -1.3487 4.2236  C32 1.084
41 C 3.3509 1.8162 -0.6325  C42 1.541, O46 1.437, H48 1.098, H49 1.102
42 C 3.4903 1.4734 0.8632  C41 1.541, O43 1.410, F47 1.359, H50 1.095
43 O 4.7715 1.9617 1.1908  C42 1.410, C44 1.355
44 C 5.3953 2.5731 0.1553  O43 1.355, O45 1.186, O46 1.373
45 O 6.4434 3.1145 0.2819  C44 1.186
46 O 4.5485 2.5546 -0.9248  C41 1.437, C44 1.373
47 F 3.4330 0.1456 1.1467  C42 1.359
48 H 2.5166 2.5028 -0.8287  C41 1.098
49 H 3.2356 0.9221 -1.2661  C41 1.102
50 H 2.7264 1.9546 1.4837  C42 1.095
51 C 1.8764 -5.1646 3.3033  C52 1.515, O56 1.425, H58 1.094, H59 1.088
52 C 2.2008 -5.1079 1.8241  C51 1.515, O53 1.407, F57 1.388, H60 1.086
53 O 1.2782 -5.9890 1.2301  C52 1.407, C54 1.358
54 C 0.6974 -6.7777 2.1703  O53 1.358, O55 1.183, O56 1.344
55 O 0.0401 -7.7404 1.9687  C54 1.183
56 O 1.0843 -6.3462 3.3833  C51 1.425, C54 1.344
57 F 3.4766 -5.5798 1.5484  C52 1.388
58 H 1.3550 -4.2839 3.6894  C51 1.094
59 H 2.8082 -5.3213 3.8431  C51 1.088
60 H 2.1429 -4.1060 1.4081  C52 1.086
61 C -1.4152 -0.0456 -0.7084  C62 1.482, O66 1.440, H68 1.091, H69 1.078
62 C -0.2021 0.7180 -0.3322  C61 1.482, O63 1.411, F67 1.370, H70 1.080
63 O 0.7879 -0.2745 -0.4960  C62 1.411, C64 1.348
64 C 0.2785 -1.5120 -0.3305  O63 1.348, O65 1.175, O66 1.384
65 O 0.9676 -2.4625 -0.2815  C64 1.175
66 O -1.1008 -1.3997 -0.3317  C61 1.440, C64 1.384
67 F -0.3862 1.2261 0.9268  C62 1.370
68 H -1.6442 0.0413 -1.7715  C61 1.091
69 H -2.2614 0.2696 -0.1193  C61 1.078
70 H 0.0738 1.5562 -0.9549  C62 1.080
71 C -1.0246 5.6942 0.3876  S72 1.816, H75 1.098, H76 1.089, H77 1.090
72 S 0.4018 4.7403 -0.2058  C71 1.816, O73 1.496, C74 1.833
73 O -0.0289 4.1152 -1.4953  S72 1.496
74 C 1.4425 6.1101 -0.8383  S72 1.833, H78 1.090, H79 1.084, H80 1.091
75 H -1.7715 4.9232 0.6200  C71 1.098
76 H -1.4258 6.3517 -0.3817  C71 1.089
77 H -0.8282 6.2207 1.3217  C71 1.090
78 H 1.9276 6.6848 -0.0496  C74 1.090
79 H 0.8796 6.7488 -1.5100  C74 1.084
80 H 2.2232 5.5778 -1.3846  C74 1.091
81 C -0.5336 -4.0000 -5.3068  S82 1.832, H85 1.090, H86 1.088, H87 1.099
82 S 0.3249 -4.6563 -3.8269  C81 1.832, O83 1.511, C84 1.858
83 O 1.5612 -3.7982 -3.6974  S82 1.511
84 C -0.9379 -3.8795 -2.7076  S82 1.858, H88 1.091, H89 1.089, H90 1.099
85 H 0.1521 -4.0283 -6.1540  C81 1.090
86 H -0.8604 -2.9785 -5.1236  C81 1.088
87 H -1.3926 -4.6408 -5.5492  C81 1.099
88 H -0.8873 -2.7908 -2.7495  C84 1.091
89 H -0.7602 -4.2624 -1.7032  C84 1.089
90 H -1.9364 -4.2195 -3.0146  C84 1.099
91 C 0.3688 3.2803 3.6939  S92 1.818, H95 1.101, H96 1.087, H97 1.090
92 S 0.3669 5.0953 3.7948  C91 1.818, O93 1.534, C94 1.831
93 O 0.2736 5.4454 5.2854  S92 1.534
94 C 2.1423 5.3244 3.4118  S92 1.831, H98 1.092, H99 1.087, H100 1.090
95 H 0.5437 2.9999 2.6440  C91 1.101
96 H -0.6098 2.9186 4.0003  C91 1.087
97 H 1.1184 2.8411 4.3524  C91 1.090
98 H 2.8444 5.1352 4.2268  C94 1.092
99 H 2.1743 6.3815 3.1590  C94 1.087
100 H 2.3956 4.7511 2.5199  C94 1.090
101 C 0.0209 1.4811 -6.0680  S102 1.862, H105 1.089, H106 1.089, H107 1.088
102 S -0.8205 0.6291 -4.6425  C101 1.862, O103 1.514, C104 1.867
103 O 0.2812 0.0095 -3.8094  S102 1.514
104 C -1.1514 2.2151 -3.7143  S102 1.867, H108 1.096, H109 1.088, H110 1.085
105 H 0.1060 0.7313 -6.8531  C101 1.089
106 H 1.0087 1.7969 -5.7356  C101 1.089
107 H -0.6210 2.2987 -6.3899  C101 1.088
108 H -1.7486 2.8677 -4.3615  C104 1.096
109 H -0.1538 2.6388 -3.6240  C104 1.088
110 H -1.5983 2.1479 -2.7275  C104 1.085

Output
- LUMO energy: -0.70 eV
- Highest occupied orbital energy: -8.99 eV
- Energy: -5304.803820 hartree